1.
58
Properties=species:S:1:pos:R:3:mulliken_charge:R:1 method="wB97M-V/def2-TZVPD" charge=+3 orbital_gap_ev=7.3 multiplicity=1 de_lowest_ev=0.000 lumo_ev=-10.454
Au 0.407 -0.082 -0.207 0.8203
C -1.255 2.214 1.025 -0.9657
C -1.310 1.287 2.242 -0.8943
C -0.042 0.563 2.654 1.0164
C 0.284 0.520 4.004 -0.9461
C 1.317 -0.275 4.465 -0.4732
C 2.051 -1.023 3.554 -1.0456
C 1.738 -0.916 2.222 -0.1685
N 0.720 -0.141 1.781 0.2014
N -1.389 1.483 -0.247 0.2964
C -2.639 0.739 -0.405 -1.2234
C -2.562 -0.697 0.069 0.7681
C -3.709 -1.382 0.431 -1.1411
C -3.624 -2.729 0.743 -0.3398
C -2.390 -3.366 0.682 -0.9008
C -1.284 -2.625 0.332 -0.1244
N -1.376 -1.315 0.035 0.0386
C -1.073 2.278 -1.437 -1.2111
C -0.529 1.383 -2.530 0.9308
C -0.530 1.774 -3.855 -1.0709
C -0.021 0.925 -4.825 -0.3659
C 0.454 -0.327 -4.456 -0.8554
C 0.458 -0.664 -3.124 -0.0661
N -0.006 0.180 -2.181 0.2883
H -0.302 2.748 1.004 0.4492
H -2.043 2.969 1.119 0.4383
H -2.080 0.523 2.108 0.3237
H -1.631 1.881 3.095 0.5979
H -0.305 1.103 4.698 0.5124
H 1.535 -0.327 5.524 0.4583
H 2.853 -1.675 3.868 0.5052
H 2.292 -1.457 1.468 0.7007
H -2.885 0.701 -1.469 0.4639
H -3.471 1.249 0.089 0.4448
H -4.659 -0.864 0.459 0.5138
H -4.512 -3.280 1.024 0.4744
H -2.286 -4.419 0.900 0.4625
H -0.302 -3.076 0.269 0.4996
H -0.324 3.035 -1.191 0.4721
H -1.951 2.818 -1.802 0.5555
H -0.932 2.743 -4.121 0.5414
H -0.008 1.231 -5.864 0.4707
H 0.820 -1.032 -5.188 0.4828
H 0.827 -1.620 -2.779 0.5079
C 5.682 1.012 1.574 -0.9492
N 4.385 1.021 0.867 -0.1697
C 3.913 0.210 -0.057 0.6531
S 2.460 0.771 -0.935 -0.4508
N 4.448 -0.924 -0.462 -0.1531
C 5.731 -1.556 -0.095 -1.0009
H 5.638 1.789 2.330 0.3492
H 6.496 1.239 0.890 0.3604
H 5.857 0.063 2.066 0.3193
H 3.844 1.867 0.973 0.2786
H 3.954 -1.353 -1.229 0.2578
H 6.570 -0.909 -0.338 0.3684
H 5.816 -2.467 -0.679 0.3611
H 5.751 -1.821 0.957 0.3328


2.
84
Properties=species:S:1:pos:R:3:mulliken_charge:R:1 method="wB97M-V/def2-TZVPD" charge=-2 orbital_gap_ev=3.9 multiplicity=1 lumo_ev=3.387
Rb 0.131 2.903 1.401 0.6860
C 5.369 -0.013 0.693 -1.1291
Si 3.980 1.353 0.867 0.1797
C 3.963 1.829 2.623 -0.7305
C 4.648 2.741 -0.280 -0.9022
N 2.299 0.813 0.610 0.1908
P 1.568 -0.293 -0.170 0.9770
C -0.053 -0.120 -0.477 -0.8688
P -1.691 -0.408 -0.219 0.1282
N -2.531 0.786 0.412 0.3006
Si -4.163 1.347 0.402 0.1830
C -4.356 2.582 -1.058 -1.1322
C -5.495 0.095 0.236 -1.0328
C -4.393 2.347 2.034 -1.0563
C -2.511 -0.889 -1.765 0.4080
C -2.323 0.064 -2.773 -0.6837
C -2.761 -0.126 -4.053 -0.7356
C -3.525 -1.250 -4.361 -0.4268
C -3.757 -2.220 -3.388 -0.6829
C -3.265 -2.059 -2.112 -0.2706
C -1.874 -1.872 0.841 0.3864
C -2.386 -1.749 2.133 -0.5985
C -2.880 -2.856 2.847 -0.6615
C -2.672 -4.121 2.360 -0.4260
C -1.981 -4.315 1.150 -0.7733
C -1.640 -3.213 0.381 -0.1990
C 1.826 -1.990 0.379 0.9227
C 1.907 -2.206 1.781 -0.7697
C 2.482 -3.402 2.232 -0.4947
C 2.841 -4.387 1.329 -0.6942
C 2.413 -4.264 0.021 -0.8828
C 1.971 -3.032 -0.490 -0.3324
C 2.274 -0.390 -1.855 -0.2659
C 3.389 -1.061 -2.245 0.5278
C 3.888 -0.861 -3.540 -0.7882
C 3.395 0.130 -4.366 -0.4681
C 2.409 0.946 -3.916 -0.6254
C 1.724 0.581 -2.763 -0.7235
H 5.097 -1.062 1.174 0.2113
H 6.275 0.257 1.274 0.4006
H 5.713 -0.215 -0.330 0.3202
H 4.224 1.035 3.390 0.2496
H 2.917 2.112 2.808 0.0532
H 4.549 2.739 2.858 0.3042
H 5.554 3.056 0.252 0.2998
H 3.866 3.495 -0.346 0.1100
H 4.939 2.335 -1.252 0.2715
H -4.683 2.133 -1.989 0.2761
H -3.300 2.817 -1.166 0.1757
H -5.012 3.367 -0.743 0.4252
H -5.187 -0.799 -0.290 0.2133
H -6.384 0.533 -0.211 0.4074
H -5.837 -0.159 1.244 0.3048
H -3.540 3.063 2.097 0.1792
H -4.233 1.802 2.972 0.3083
H -5.390 2.807 2.077 0.2880
H -1.919 1.037 -2.420 0.2813
H -2.428 0.648 -4.804 0.2955
H -3.836 -1.442 -5.417 0.2550
H -4.384 -3.106 -3.556 0.3341
H -3.556 -2.748 -1.333 0.4812
H -2.475 -0.750 2.556 0.5026
H -3.358 -2.703 3.823 0.3407
H -3.117 -5.002 2.834 0.3059
H -1.768 -5.330 0.791 0.3761
H -1.418 -3.498 -0.655 0.5786
H 1.594 -1.411 2.449 0.6147
H 2.555 -3.551 3.340 0.2976
H 3.331 -5.299 1.622 0.3827
H 2.453 -5.125 -0.624 0.4118
H 1.681 -2.916 -1.519 0.6118
H 3.860 -1.815 -1.597 0.5097
H 4.852 -1.386 -3.834 0.2039
H 3.834 0.313 -5.309 0.4039
H 2.190 1.893 -4.450 0.3270
H 0.789 1.061 -2.443 0.0923
Br -1.372 6.381 1.144 -0.0653
C 0.457 6.542 1.815 -0.4131
Br 1.815 6.206 0.427 -0.0955
H 0.670 5.915 2.665 0.2414
H 0.603 7.629 1.989 0.2628
S 0.004 3.985 4.999 -0.4906
C 0.436 2.423 4.560 0.1791
N 0.720 1.312 4.224 -0.5592


3.
9
Properties=species:S:1:pos:R:3:mulliken_charge:R:1 method="wB97M-V/def2-TZVPD" orbital_gap_ev=10.1 multiplicity=1 smiles=OC(F)(F)CI de_lowest_ev=0.641 lumo_ev=0.129
O -0.928 -1.362 -0.253 -0.5106
C -0.005 -0.148 -0.505 0.7614
F -0.593 0.664 -1.383 -0.2339
F 1.131 -0.603 -1.139 -0.2389
C 0.260 0.465 0.873 -1.0928
I 1.770 2.014 0.675 0.1025
H -1.590 -1.534 -0.923 0.3069
H -0.622 0.805 1.166 0.4532
H 0.578 -0.300 1.488 0.4523


Please write out number 1 again, unchanged.
58
Properties=species:S:1:pos:R:3:mulliken_charge:R:1 method="wB97M-V/def2-TZVPD" charge=+3 orbital_gap_ev=7.3 multiplicity=1 de_lowest_ev=0.000 lumo_ev=-10.454
Au 0.407 -0.082 -0.207 0.8203
C -1.255 2.214 1.025 -0.9657
C -1.310 1.287 2.242 -0.8943
C -0.042 0.563 2.654 1.0164
C 0.284 0.520 4.004 -0.9461
C 1.317 -0.275 4.465 -0.4732
C 2.051 -1.023 3.554 -1.0456
C 1.738 -0.916 2.222 -0.1685
N 0.720 -0.141 1.781 0.2014
N -1.389 1.483 -0.247 0.2964
C -2.639 0.739 -0.405 -1.2234
C -2.562 -0.697 0.069 0.7681
C -3.709 -1.382 0.431 -1.1411
C -3.624 -2.729 0.743 -0.3398
C -2.390 -3.366 0.682 -0.9008
C -1.284 -2.625 0.332 -0.1244
N -1.376 -1.315 0.035 0.0386
C -1.073 2.278 -1.437 -1.2111
C -0.529 1.383 -2.530 0.9308
C -0.530 1.774 -3.855 -1.0709
C -0.021 0.925 -4.825 -0.3659
C 0.454 -0.327 -4.456 -0.8554
C 0.458 -0.664 -3.124 -0.0661
N -0.006 0.180 -2.181 0.2883
H -0.302 2.748 1.004 0.4492
H -2.043 2.969 1.119 0.4383
H -2.080 0.523 2.108 0.3237
H -1.631 1.881 3.095 0.5979
H -0.305 1.103 4.698 0.5124
H 1.535 -0.327 5.524 0.4583
H 2.853 -1.675 3.868 0.5052
H 2.292 -1.457 1.468 0.7007
H -2.885 0.701 -1.469 0.4639
H -3.471 1.249 0.089 0.4448
H -4.659 -0.864 0.459 0.5138
H -4.512 -3.280 1.024 0.4744
H -2.286 -4.419 0.900 0.4625
H -0.302 -3.076 0.269 0.4996
H -0.324 3.035 -1.191 0.4721
H -1.951 2.818 -1.802 0.5555
H -0.932 2.743 -4.121 0.5414
H -0.008 1.231 -5.864 0.4707
H 0.820 -1.032 -5.188 0.4828
H 0.827 -1.620 -2.779 0.5079
C 5.682 1.012 1.574 -0.9492
N 4.385 1.021 0.867 -0.1697
C 3.913 0.210 -0.057 0.6531
S 2.460 0.771 -0.935 -0.4508
N 4.448 -0.924 -0.462 -0.1531
C 5.731 -1.556 -0.095 -1.0009
H 5.638 1.789 2.330 0.3492
H 6.496 1.239 0.890 0.3604
H 5.857 0.063 2.066 0.3193
H 3.844 1.867 0.973 0.2786
H 3.954 -1.353 -1.229 0.2578
H 6.570 -0.909 -0.338 0.3684
H 5.816 -2.467 -0.679 0.3611
H 5.751 -1.821 0.957 0.3328


Q: What is the multiplicity in the second record?
A: 1